Computed, not measured: a structure of composition NO7PRb3 in a non-equilibrium geometry, with ωB97M-V/def2-TZVPD.

Structure (XYZ):
```
12
Properties=species:S:1:pos:R:3:mulliken_charge:R:1
Rb 3.292 -3.687 2.543 0.4015
Rb -1.302 1.098 3.196 0.4940
Rb 3.249 2.618 1.543 0.2742
N 1.199 -0.815 1.270 0.7299
O 2.141 0.001 1.094 -0.5811
O 0.037 -0.387 1.220 -0.4951
O 1.445 -2.014 1.515 -0.5655
P -2.024 0.643 -2.443 0.7970
O -1.134 1.635 -3.248 -0.5995
O -1.111 -0.148 -1.503 -0.3509
O -2.614 -0.277 -3.465 -0.5791
O -3.178 1.334 -1.722 -0.5253
```

Calculated values
- Total energy: -27071.11353 eV
- Charge: -1
- Energy above the lowest of the compared OMol25 structures with the same formula, charge and spin: 0.000 eV
- Lowest unoccupied orbital energy: 0.49 eV
- HOMO: -1.27 eV
- HOMO-LUMO gap: 0.065 Ha
- Spin multiplicity: 1